# 1
Entry from the OMol25 dataset: C25H28BN7O2Pt as an isolated structure at a distorted geometry (ωB97M-V with the def2-TZVPD basis set).

The geometry in ORCA input format:
```
! wB97M-V def2-TZVPD RIJCOSX def2/J DEFGRID3
* xyz 2 5
H -1.20568 -2.05239 -0.22849
N -1.52397 -0.62179 -1.76065
B -2.44939 0.83049 -3.63557
N -2.50123 -0.42086 -2.70877
C -3.42354 -1.39807 -2.58475
Pt 0.16485 0.64904 -1.59340
H -4.28665 -1.42336 -3.24209
C -3.02946 -2.23574 -1.55957
H -3.54403 -3.12088 -1.23607
C -1.83050 -1.72058 -1.04351
H -3.37920 0.90616 -4.37885
C 2.32445 1.95465 -0.90777
H 2.52118 1.04504 -0.33761
H 2.22991 2.77347 -0.18872
H 3.17469 2.15678 -1.57316
N -1.06287 0.76741 -4.33790
N -2.33069 2.00252 -2.61490
N 0.07788 0.66282 -3.57003
N -1.33193 1.97141 -1.67390
C -0.69765 0.81918 -5.63451
C -3.07532 3.09819 -2.40040
H -1.45906 0.87800 -6.39281
H -3.91107 3.27302 -3.05651
C 0.69833 0.76744 -5.69775
C -2.54842 3.77991 -1.30678
C 1.15706 0.65164 -4.38874
C -1.44800 3.05133 -0.86557
H 1.30200 0.82617 -6.57705
H -2.91230 4.69141 -0.88137
H 2.14109 0.58451 -3.95142
H -0.73449 3.19924 -0.06537
H 1.33628 1.90566 -1.56907
C -2.50277 -0.33857 3.70727
C -1.22349 0.38579 3.38506
C -1.28072 1.75434 3.12941
C -0.12824 2.46643 2.79630
C 1.08754 1.79656 2.71430
C 1.14086 0.40659 2.88629
N 2.37049 -0.19801 2.65645
C 2.74028 -1.50684 2.28505
C 3.73910 -2.14805 3.03524
C 4.09509 -3.46173 2.75263
C 3.46517 -4.15362 1.70836
C 2.55141 -3.48855 0.88742
C 2.23390 -2.16097 1.14516
C 1.47037 -1.36786 0.11527
O 1.87782 -1.37481 -1.09247
O 0.44650 -0.71249 0.52770
C -0.00220 -0.29608 3.31174
C 0.09034 -1.74183 3.64237
H -2.75925 -1.08897 2.94477
H -2.46345 -0.84702 4.67946
H -3.31955 0.39004 3.74318
H -2.24824 2.25866 3.18569
H -0.18240 3.53522 2.59285
H 2.01790 2.31262 2.47080
H 3.16949 0.40846 2.81411
H 4.20575 -1.59288 3.85366
H 4.86907 -3.94539 3.35155
H 3.70674 -5.19794 1.51530
H 2.07669 -3.97372 0.03355
H 0.14354 -2.35234 2.73018
H 0.96862 -1.97636 4.25435
H -0.79859 -2.04246 4.20002
*
```

Computed properties:
**E**: -1646.75367 hartree
**⟨S²⟩**: 6.044
**F_max**: 0.072 Eh/bohr
**Highest occupied orbital energy (spin up / spin down)**: -14.218 / -14.410 eV
**ΔE to the lowest compared entry with this formula, charge and spin**: 0.0 kJ/mol
**Frontier orbital gap (spin up / spin down)**: 0.350 / 0.172 Ha

---

# 2
Entry from the OMol25 dataset: a 6-piece molecular cluster, C25H28BrN2O9 overall at a distorted geometry (ωB97M-V with the def2-TZVPD basis set).

The geometry in ORCA input format:
```
! wB97M-V def2-TZVPD RIJCOSX def2/J DEFGRID3
* xyz -1 1
Br -0.38253 1.54664 0.58837
C 0.32095 4.60781 3.62491
O 0.26520 5.52196 4.38711
N -0.70192 3.89211 3.28823
N 1.40165 4.21681 2.96473
H -0.70532 3.25878 2.50114
H -1.52582 4.00835 3.85815
H 2.30209 4.50428 3.31532
H 1.24471 3.47590 2.29900
C 3.26339 1.52242 4.37981
C 2.81076 1.39187 3.03532
C 3.75126 1.36265 2.02077
C 5.09490 1.50348 2.27350
C 5.50895 1.56807 3.60441
C 4.60991 1.53947 4.67495
O 5.13044 1.59082 5.93950
O 3.35683 1.31460 0.67780
H 2.60178 1.30151 5.20548
H 1.75590 1.34216 2.81114
H 5.79368 1.67559 1.46807
H 6.55969 1.72692 3.80383
H 6.07915 1.73393 5.91270
H 2.42424 1.47110 0.49818
C 1.64895 -4.40515 1.61180
C 1.31033 -3.25086 2.35650
C 1.09120 -2.05081 1.72692
C 1.16257 -1.93231 0.29869
C 1.53069 -3.10847 -0.41527
C 1.76738 -4.30682 0.23816
O 2.02090 -5.37326 -0.55078
O 0.70562 -0.99072 2.46797
H 1.73696 -5.35060 2.12761
H 1.08992 -3.35267 3.40925
H 1.04220 -0.94329 -0.11658
H 1.59594 -3.13889 -1.49340
H 2.10221 -6.26221 -0.20020
H 0.39945 -0.25383 1.92715
C 0.33025 -0.94597 -4.59690
C -0.44508 -0.96909 -5.75700
C -1.60744 -0.16963 -5.83629
C -1.94835 0.61279 -4.79255
C -1.20399 0.56254 -3.59576
C 0.00280 -0.18531 -3.50292
O 0.83284 -0.10420 -2.44703
O -2.24644 -0.11373 -7.08377
H 1.13327 -1.63416 -4.37224
H 0.06545 -1.38700 -6.61263
H -2.70333 1.35412 -5.01314
H -1.48023 1.40698 -2.97979
H 0.41614 0.43613 -1.76864
H -3.14224 0.22751 -7.02948
C -5.59188 -0.21249 -0.40708
C -6.25530 -0.85583 -1.46140
C -5.54375 -1.34344 -2.57007
C -4.16691 -1.42636 -2.52911
C -3.46250 -0.92702 -1.40121
C -4.21699 -0.22194 -0.44932
O -3.56274 0.50716 0.51222
O -6.16596 -1.72430 -3.71585
H -6.18157 0.30625 0.33404
H -7.32434 -0.79357 -1.61073
H -3.62951 -2.07274 -3.20821
H -2.38363 -0.88599 -1.37015
H -2.60782 0.61684 0.46186
H -7.07495 -1.41490 -3.71708
*
```

Computed properties:
**E**: -4330.26347 hartree
**F_max**: 0.092 Eh/bohr
**Highest occupied orbital energy**: -5.432 eV
**ΔE to the lowest compared entry with this formula, charge and spin**: 116.2 kJ/mol
**Frontier orbital gap**: 0.283 Ha

---

# 3
Entry from the OMol25 dataset: C25H28Cl2N10O4SY as an isolated structure at a distorted geometry (ωB97M-V with the def2-TZVPD basis set).

The geometry in ORCA input format:
```
! wB97M-V def2-TZVPD RIJCOSX def2/J DEFGRID3
* xyz 1 1
Y -1.00401 0.20763 1.13328
Cl -2.69333 -5.63607 -2.32582
C -2.29212 -3.98963 -1.97309
C -2.37475 -3.56433 -0.65157
C -2.02326 -2.27178 -0.30319
N -1.98225 -1.75057 1.01210
C -2.12821 -2.46546 2.13676
O -2.39312 -3.65717 2.28044
C -1.90820 -1.63276 3.41279
C -2.10767 -2.21717 4.64989
C -1.89597 -1.45829 5.78963
C -1.48499 -0.13720 5.66871
C -1.28780 0.37680 4.40309
N -1.49081 -0.35661 3.29984
C -1.65824 -1.36697 -1.34542
C -1.57857 -1.80230 -2.65532
C -1.88384 -3.12091 -2.97100
Cl -1.75439 -3.63347 -4.61686
N -1.54301 -0.02707 -0.93899
C -1.32746 1.10235 -1.61309
O -0.76244 1.28654 -2.69737
C -1.94572 2.28653 -0.86089
C -2.23283 3.45883 -1.53157
C -2.93059 4.45367 -0.86454
C -3.30474 4.24816 0.45267
C -2.95265 3.05581 1.06029
N -2.29677 2.09002 0.42076
H -2.71690 -4.25035 0.10413
H -2.42347 -3.24953 4.68601
H -2.04756 -1.89285 6.76877
H -1.31480 0.48273 6.53694
H -0.95224 1.39641 4.25036
H -1.29350 -1.11134 -3.43551
H -1.92700 3.56589 -2.56203
H -3.18815 5.37442 -1.37052
H -3.85518 4.99527 1.00565
H -3.20622 2.86523 2.09639
N 1.35590 -0.28125 0.53614
C 1.86959 0.99620 0.00381
C 3.32964 1.27761 0.40138
C 3.87897 2.65899 0.02113
C 4.10090 2.88907 -1.47725
N 2.85248 2.84848 -2.23046
C 2.77519 2.60793 -3.52506
N 3.89028 2.60013 -4.27557
N 1.59206 2.37169 -4.10024
C 0.95948 2.13388 0.52941
O 0.87316 3.19038 -0.10101
O 0.32846 1.85553 1.60887
H 1.81480 -0.48540 1.42271
H 1.58637 -1.07167 -0.06132
H 1.77395 0.95273 -1.08154
H 3.96581 0.50554 -0.04103
H 3.39125 1.17318 1.48819
H 4.84573 2.78936 0.50783
H 3.21838 3.43619 0.41028
H 4.76383 2.11043 -1.86735
H 4.59653 3.85494 -1.61153
H 1.97411 2.92262 -1.68290
H 4.74073 3.00215 -3.92385
H 3.83038 2.44438 -5.26606
H 0.85137 1.90901 -3.56836
H 1.58214 2.14073 -5.08011
N -0.31096 -5.54603 1.14618
C 0.77776 -4.91168 0.71177
N 1.54902 -5.55602 -0.18008
S 1.19357 -3.36963 1.26284
H -0.59727 -6.42645 0.74993
H -0.97547 -5.03499 1.72108
H 1.35542 -6.49883 -0.47144
H 2.42924 -5.14365 -0.42812
*
```

Computed properties:
**E**: -3175.03128 hartree
**F_max**: 0.026 Eh/bohr
**Highest occupied orbital energy**: -9.658 eV
**ΔE to the lowest compared entry with this formula, charge and spin**: 155.9 kJ/mol
**Frontier orbital gap**: 0.269 Ha

---

# 4
Entry from the OMol25 dataset: C25H28ClN2O2S2SeSn as an isolated structure at a distorted geometry (ωB97M-V with the def2-TZVPD basis set).

The geometry in ORCA input format:
```
! wB97M-V def2-TZVPD RIJCOSX def2/J DEFGRID3
* xyz 3 1
Sn -1.85128 1.18265 0.22393
O -0.02916 2.33136 0.02687
S 0.84682 3.13977 -0.99118
C 2.19397 2.06421 -1.67818
C 2.38637 0.73134 -0.96277
C 1.54339 -0.44126 -1.47544
C 1.58690 -1.58403 -0.43594
S 0.30072 -1.70697 0.83949
O -0.77331 -0.58048 0.46507
C 1.25976 -1.27546 2.26168
C 2.14403 -2.22032 2.75650
C 3.13113 -1.82788 3.62998
C 3.09806 -0.55305 4.16406
C 2.12776 0.37703 3.77280
C 1.13141 -0.04136 2.89994
C 1.92753 3.91449 0.15541
C 2.51860 5.09594 -0.23734
C 3.45401 5.74760 0.59555
C 3.76859 5.15382 1.83847
C 3.15143 3.97243 2.25563
C 2.20965 3.35028 1.41026
H 3.15842 2.61544 -1.72775
H 1.95624 1.88806 -2.70756
H 2.22784 0.88942 0.11252
H 3.47385 0.44239 -1.07386
H 2.04477 -0.84633 -2.38930
H 0.49435 -0.11806 -1.75179
H 2.57530 -1.48600 0.08419
H 1.65506 -2.50717 -0.99468
H 2.12024 -3.20335 2.35330
H 3.94113 -2.53127 3.82287
H 3.88840 -0.24710 4.79669
H 2.14612 1.39790 4.17333
H 0.27913 0.63769 2.66400
H 2.18256 5.55302 -1.14821
H 3.99613 6.64604 0.20686
H 4.30900 5.67728 2.57779
H 3.38157 3.55898 3.22419
H 1.62578 2.51862 1.68082
Cl -4.75742 0.61083 2.22615
C -3.30202 1.69306 2.14248
H -2.70955 1.42735 2.98876
H -3.80896 2.68573 2.05262
C -1.85854 -1.81037 -4.05950
N -2.90067 -1.84611 -3.03396
C -3.21495 -0.78159 -2.21623
Se -2.82997 1.05847 -2.41370
N -4.15312 -1.26498 -1.31644
C -4.44675 -2.62453 -1.57725
C -5.01254 -3.57615 -0.83807
C -4.81987 -4.91749 -1.15853
C -4.06314 -5.28391 -2.25111
C -3.39102 -4.29448 -2.98801
C -3.60132 -2.96985 -2.65945
H -1.80100 -0.75461 -4.39083
H -1.98268 -2.42477 -4.95131
H -0.87004 -2.01231 -3.58524
H -4.78365 -0.67999 -0.74600
H -5.52709 -3.29747 0.09240
H -5.18542 -5.67198 -0.48496
H -3.92864 -6.37776 -2.47968
H -2.63391 -4.60278 -3.77033
*
```

Computed properties:
**E**: -5100.66774 hartree
**F_max**: 0.074 Eh/bohr
**Highest occupied orbital energy**: -16.759 eV
**Frontier orbital gap**: 0.200 Ha

---

# 5
Entry from the OMol25 dataset: C25H28F4N6OV as an isolated structure (ωB97M-V with the def2-TZVPD basis set).

The geometry in ORCA input format:
```
! wB97M-V def2-TZVPD RIJCOSX def2/J DEFGRID3
* xyz 1 3
V 0.27958 -0.06842 -0.36012
C 2.43598 1.94449 -1.42444
N 1.65940 0.78673 -1.88946
C 2.59786 -0.25218 -2.36035
C 0.76091 1.17635 -2.99793
C -0.27418 0.09105 -3.24643
N -0.73754 -0.41269 -1.95476
C -1.91392 -1.17431 -2.01039
C -1.90612 -2.56441 -1.91211
F -0.74232 -3.20850 -1.79191
C -3.08568 -3.29147 -1.93220
F -3.02123 -4.61999 -1.83265
C -4.31142 -2.66866 -2.05429
C -4.33765 -1.29094 -2.15099
F -5.50136 -0.64723 -2.25502
C -3.16274 -0.56491 -2.12675
F -3.20929 0.78340 -2.18721
H 3.06419 2.34645 -2.22607
H 3.07104 1.64396 -0.59278
H 1.76921 2.73619 -1.08003
H 3.17547 0.12791 -3.20939
H 2.05142 -1.14436 -2.65258
H 3.27450 -0.52289 -1.55338
H 1.34296 1.38120 -3.90302
H 0.26280 2.10823 -2.72205
H 0.15082 -0.71967 -3.84990
H -1.09642 0.51951 -3.82943
H -5.22617 -3.24353 -2.07502
O 1.31764 -1.61007 -0.21683
C 2.08650 -2.27558 0.61940
C 2.45752 -3.59307 0.31901
C 3.28803 -4.29569 1.16359
C 3.77773 -3.70907 2.33121
C 3.41437 -2.41757 2.63842
C 2.56418 -1.68093 1.80253
C 2.16793 -0.31676 2.14725
N 1.35639 0.50262 1.47464
C 1.25709 1.66269 2.21996
C 2.01706 1.55608 3.33427
N 2.58025 0.30455 3.27509
H 2.07114 -4.03167 -0.59157
H 3.56453 -5.31223 0.91598
H 4.43513 -4.25991 2.98858
H 3.80663 -1.97829 3.54787
H 0.65387 2.49394 1.90878
H 2.20248 2.23740 4.14457
H 3.19180 -0.09592 3.96402
N -1.19294 -1.00570 0.96805
H -0.89402 -1.97638 1.04064
H -2.16076 -1.02149 0.66089
H -1.17280 -0.61197 1.90490
N -0.95933 1.90663 -0.29473
C -1.66769 2.56899 0.77246
C -1.31834 3.85222 1.16502
C -1.99401 4.46165 2.21363
C -3.02375 3.79802 2.86221
C -3.38721 2.52443 2.44735
C -2.71262 1.90932 1.40409
H -1.63261 1.50510 -0.94612
H -0.44345 2.59656 -0.83336
H -0.52154 4.37980 0.65094
H -1.71824 5.46335 2.51495
H -3.55272 4.27704 3.67427
H -4.20783 2.01077 2.93021
H -3.02050 0.92986 1.05847
*
```

Computed properties:
**E**: -2716.63166 hartree
**⟨S²⟩**: 2.017
**F_max**: 0.006 Eh/bohr
**Highest occupied orbital energy (spin up / spin down)**: -10.359 / -10.710 eV
**ΔE to the lowest compared entry with this formula, charge and spin**: 0.0 kJ/mol
**Frontier orbital gap (spin up / spin down)**: 0.291 / 0.317 Ha

---

# 6
Entry from the OMol25 dataset: C25H28F5O2STl as an isolated structure at a distorted geometry (ωB97M-V with the def2-TZVPD basis set).

The geometry in ORCA input format:
```
! wB97M-V def2-TZVPD RIJCOSX def2/J DEFGRID3
* xyz 0 1
O -0.12981 0.01706 -2.29424
C 0.92744 -0.50205 -3.18662
C 0.43709 0.40875 -4.31064
H 0.72248 -1.57488 -3.30611
H 1.93110 -0.28468 -2.77813
C -0.72211 0.82042 -3.36520
H 0.10580 -0.12822 -5.20662
H 1.11872 1.24498 -4.50516
C -2.05932 0.18925 -3.69715
H -1.97156 -0.90804 -3.71096
H -2.35977 0.54566 -4.68529
H -2.82846 0.48694 -2.97149
C -0.82486 2.29022 -2.98634
H 0.17091 2.73654 -2.85932
H -1.42265 2.43579 -2.07120
H -1.33849 2.80052 -3.81174
Tl 0.16566 -0.32290 0.07106
C 0.90175 1.60581 1.58300
C 1.87637 0.55052 1.46237
C 2.41315 0.57203 0.11277
H 2.10423 -0.19738 2.23454
C 1.77094 1.65421 -0.57762
C 0.85028 2.29130 0.32818
H 0.17329 3.13563 0.07022
H 0.29820 1.82094 2.49307
H 3.13415 -0.16710 -0.29800
H 1.98217 1.95234 -1.62538
C -1.52990 -0.45378 1.89999
C -2.00179 0.73489 1.24445
C -2.38958 0.38590 -0.08890
H -1.98744 1.76467 1.67024
C -2.17241 -1.02972 -0.27698
C -1.65722 -1.55873 0.97180
H -1.34602 -2.61160 1.13940
H -1.07930 -0.52614 2.90763
H -2.80286 1.08566 -0.84887
H -2.33228 -1.62648 -1.20405
O 0.70144 -1.66052 -7.33808
C 0.24780 -0.56772 -8.18426
C 0.41833 -0.95568 -9.67597
H 0.86473 0.33207 -7.97851
H -0.79408 -0.32311 -7.91886
C 1.62522 -1.90794 -9.60537
H 0.56457 -0.08732 -10.33678
H -0.47057 -1.52855 -9.99548
C 1.39220 -2.59405 -8.23122
H 2.54881 -1.30338 -9.55062
H 1.68759 -2.61069 -10.45083
H 2.33433 -2.91701 -7.75922
H 0.77164 -3.50050 -8.39929
F 0.22782 -4.15248 6.69087
C 0.43218 -3.69318 5.44633
C 0.58450 -2.33019 5.21233
F 0.50675 -1.47094 6.25754
C 0.80963 -1.85867 3.92678
F 0.91389 -0.50727 3.87106
C 0.90465 -2.68618 2.78511
S 1.17871 -2.27436 1.14159
C 0.73933 -4.05784 3.07818
F 0.80190 -4.94180 2.06585
C 0.51168 -4.55444 4.35363
F 0.37758 -5.88266 4.57129
*
```

Computed properties:
**E**: -2189.58581 hartree
**F_max**: 0.066 Eh/bohr
**Highest occupied orbital energy**: -7.477 eV
**ΔE to the lowest compared entry with this formula, charge and spin**: 147.8 kJ/mol
**Frontier orbital gap**: 0.232 Ha